Entry 1:
A structure of composition C48H64Cl5N4O5RbS in a non-equilibrium geometry. Source: OMol25; level of theory: ωB97M-V/def2-TZVPD.

Structure (XYZ):
```
128
Properties=species:S:1:pos:R:3
C 13.6739 12.3212 18.6979
H 13.7017 17.9355 7.4838
H 16.7677 13.5805 10.2488
O 8.3702 19.6743 8.4038
C 8.0819 17.5300 10.3032
O 8.9927 14.9862 12.2218
C 6.7061 17.9636 10.8018
H 18.4713 15.3112 7.2743
C 12.6562 13.5514 16.8180
S 8.8500 18.2542 8.6944
Cl 13.0509 10.0807 12.9845
H 15.1635 20.0948 7.9009
C 11.5520 9.4983 12.2925
H 18.2339 10.9402 15.3046
H 15.3459 10.1795 15.1279
C 12.1383 16.9377 15.6419
H 19.3181 10.0966 11.6124
C 8.2607 17.2524 7.1878
H 12.0485 21.9124 13.8781
C 14.7725 16.8826 9.0367
H 12.2327 15.0796 19.9429
H 18.3051 15.0149 9.0403
Rb 12.1974 14.2721 12.2581
C 13.0133 19.2855 12.9799
C 12.8016 19.0236 14.3269
H 18.7677 10.6719 13.1441
H 12.6679 16.4985 18.8523
C 11.0941 15.2201 18.0618
H 10.7565 17.8436 5.4870
H 8.7724 18.9238 5.9914
H 6.3770 17.2135 11.5628
H 13.0928 20.6540 11.2769
H 11.3413 17.4497 16.2441
H 11.1548 16.5173 19.8854
C 13.4270 13.7264 15.6060
H 15.3370 17.8483 7.1631
C 16.0181 11.5224 13.6726
C 12.7112 19.9438 15.4859
H 8.2841 14.2859 12.3179
H 17.5450 9.8119 16.4168
N 12.4796 17.0545 13.1119
Cl 12.4589 6.9433 12.4958
C 8.6256 17.8393 5.8441
H 17.9361 12.0166 10.9276
O 11.4677 13.7918 9.6284
C 15.0900 12.6158 14.0679
C 14.1814 16.9414 10.3557
C 14.7233 19.3620 8.6223
H 12.5463 19.3257 16.3231
H 11.0148 21.2027 12.6480
C 15.7994 13.1600 12.0865
H 18.2167 16.6159 8.3914
H 16.1193 15.8499 7.1210
O 6.8531 13.1080 12.4708
C 11.9993 21.6457 12.8194
H 7.6851 17.6601 5.2300
H 16.3529 14.2473 7.7739
N 13.3467 14.9850 15.0872
H 8.6001 16.2136 7.2786
H 5.6217 19.8178 11.4326
C 12.0859 14.7893 17.0163
H 13.6233 11.3707 19.2692
H 10.3011 15.8852 17.6680
C 9.2139 8.7752 10.9791
H 8.1179 16.4134 10.0733
C 11.8425 15.8757 19.2897
H 5.9694 18.0107 9.9484
C 10.6208 10.5337 11.9112
H 7.0948 19.5919 12.3615
H 14.2690 21.4644 15.2409
H 8.8956 17.7364 11.0033
C 12.9053 18.0815 12.2719
C 17.4206 11.2076 11.5230
C 12.5281 12.3623 17.6502
C 15.4055 15.2154 10.4663
C 17.9815 15.6085 8.1847
H 9.8307 17.4368 4.0431
C 10.1021 7.7209 11.3549
H 11.9499 20.7047 15.3002
H 14.1016 21.1501 12.6169
H 10.5288 14.3295 18.4035
H 15.2300 19.4470 9.5600
H 12.7543 18.5505 10.1066
C 9.8572 17.3087 5.0986
C 17.2925 10.6370 15.7360
H 12.7015 11.4163 17.0361
H 7.0863 20.1090 10.6396
H 14.6531 12.5154 18.2340
C 15.6002 15.7763 9.0907
C 13.2950 17.9118 10.8324
H 12.0362 22.6208 12.2695
C 16.2842 10.3354 14.6126
N 14.9846 13.5684 13.1206
C 18.4100 10.2952 12.1860
N 14.5903 15.9812 11.2143
Cl 8.6028 11.3374 10.3061
C 16.5107 15.3347 7.9925
H 13.6896 19.7444 8.6916
H 16.8753 11.4174 16.4103
H 18.0606 9.3258 12.4167
H 16.5685 9.3527 14.1291
C 14.0767 20.6270 15.8259
C 9.4768 10.0755 11.1424
H 16.7999 10.6505 10.7631
C 6.6740 19.4402 11.3621
H 11.5508 12.2739 18.0652
H 11.1579 13.0233 10.1118
H 6.5958 12.1423 12.6502
C 16.4837 11.8708 12.4724
H 12.0435 13.4902 8.8872
H 14.9157 19.9031 15.6540
C 14.6351 17.9767 8.0482
C 12.4806 17.6011 14.3869
Cl 9.7456 6.1456 11.0336
C 14.1831 12.6369 15.1201
C 11.2706 8.1518 12.0708
H 10.0404 16.2289 5.3267
C 13.1204 20.6829 12.3933
Cl 7.8087 8.3524 10.0869
H 7.1683 17.2890 7.2982
H 9.0036 15.4098 13.0724
H 14.0604 20.9856 16.8518
H 6.1356 13.5891 12.9038
C 12.5177 15.6458 15.9556
O 10.7310 11.7899 12.0883
C 15.9945 13.9564 10.8951
H 14.0857 11.7005 15.7348
H 13.5191 13.0251 19.4625
```

Calculated values
total charge: -2
highest occupied orbital energy (spin up / spin down): -0.9 / -0.9 eV
LUMO (spin up / spin down): 3.18 / 3.18 eV


Entry 2:
A cluster of 5 separate species, C48H64F17N3O18P4 in total in a non-equilibrium geometry. Source: OMol25; level of theory: ωB97M-V/def2-TZVPD.

Structure (XYZ):
```
154
Properties=species:S:1:pos:R:3
C 4.2065 5.6229 0.9661
H -2.6625 6.3581 -1.5299
C 1.3281 5.2831 -1.8051
P -4.3067 7.0212 -3.8532
N 8.0170 -3.5069 -2.4724
C 0.5596 0.4433 -0.6763
C 5.1725 -2.3027 1.3262
H -1.5325 -4.2189 3.2607
H -1.5839 0.4952 -0.6224
H -4.1437 -15.2779 -2.2694
H -2.7361 -11.1892 2.6741
H 0.6471 -1.9327 3.5807
H 9.2356 -3.2459 0.2967
O -5.2466 -8.9020 4.8741
P -4.7835 -12.4940 -1.6468
F 2.0444 6.8940 -0.2580
C 5.3360 -0.6466 -0.9191
H -1.5171 10.3768 -5.3805
O -6.1345 -11.6940 -1.5076
F 6.2556 6.3448 0.0653
O -4.6724 -12.7080 -3.2102
C -6.4410 8.4040 -4.2593
H -0.2521 -5.3281 3.7014
C -6.5393 -11.2956 -0.1898
H -1.2499 -8.9477 6.0295
H -7.5933 -11.0387 -0.2420
H -1.0155 15.3654 -2.7831
C -0.8266 -0.7476 0.9294
H 6.5227 -2.3859 3.8798
H -0.9621 -5.3906 2.1129
O -5.1900 -13.9247 -1.0950
N 5.5238 -2.3655 3.7368
H 4.2283 -3.6685 2.6958
H -5.9646 -10.4259 0.1264
C -2.9006 7.4049 -1.7233
H -2.1352 7.8456 -2.3643
C -1.4097 10.3454 -4.3010
C -4.2285 -14.9777 -1.2247
C -0.6344 -4.7102 2.8952
H 10.2931 -3.5949 -1.1055
F 6.4465 8.5729 1.3673
C -6.1424 -7.9065 4.3572
H -1.7243 -7.3484 6.6568
H -6.1153 -7.9063 3.2684
H 8.3289 -0.6327 -1.0197
F 0.0678 5.7638 -1.7212
C 1.6992 -0.0921 -0.0461
H -2.9344 7.9471 -0.7827
C 7.6638 -1.3768 -1.4583
C 3.4512 5.0315 -0.2760
F 4.5024 8.3708 2.3054
C 6.3119 -2.2886 0.5155
F 1.2313 5.0402 0.5504
C 0.2952 -1.2821 1.5835
H 8.6076 -4.3390 -2.4530
C 5.1852 -3.1846 2.5510
H -3.1823 -9.5236 2.2631
P -3.6873 -8.6232 4.8314
H -4.3082 -0.2071 3.6775
C -1.6049 14.4663 -2.6273
H -2.1041 14.1996 -3.5587
H -6.4041 -12.1077 0.5248
H -2.5089 -2.4669 -0.2150
C -4.7176 -1.6626 2.1827
H 1.3543 1.2004 -2.5579
H -6.2366 8.7824 -5.2594
O -3.4644 7.7397 -4.8051
F 6.8728 7.8811 3.7672
N -2.6777 -0.4119 2.4421
H 1.3594 -3.9322 2.8487
H 7.1388 -2.9274 0.7887
F 2.4526 3.4387 -2.7056
H -7.1403 -8.1719 4.6961
F 3.3386 5.9932 1.9152
O -3.0708 -9.9810 4.2943
C 3.0515 0.2000 -0.5719
F 4.1571 5.2686 -1.3772
F 4.9801 4.6530 1.4734
O -4.0482 5.4610 -3.7726
F 1.9738 6.0137 -2.7227
O -4.1945 7.5008 -2.3398
O 3.2646 1.0895 -1.3592
C 1.5781 -0.9349 1.0881
C 4.1750 -0.6721 -0.1467
H 10.0865 -1.9492 -0.5211
H 1.0024 2.8750 -0.3575
P -1.2045 11.9416 -2.3052
C 0.5696 2.8551 -1.3512
H -7.5128 8.2961 -4.1200
C 8.4079 -2.6827 -1.5956
F 5.3357 6.3860 3.8104
O 2.7920 -1.8149 2.9110
C 2.8177 -1.4471 1.7643
H -6.0509 9.0986 -3.5155
H -3.7727 -12.2058 -4.9689
H -2.3464 14.6432 -1.8499
H 5.3712 0.0054 -1.7783
H 0.5238 -3.8028 1.3060
C -3.3740 -10.3535 2.9440
H -3.3536 -11.1355 -3.6148
H -0.4598 3.1914 -1.2543
H -1.7772 -8.7775 7.7143
C 1.2325 3.8178 -2.3000
H 7.3735 -1.0046 -2.4349
C 5.1398 6.8154 0.6340
H -5.8840 -6.9164 4.7266
O -1.1483 11.6770 -3.8601
H -0.4078 1.2329 -2.3442
H -3.2556 -14.6606 -0.8473
C -2.2178 -1.0665 1.3718
O -3.2885 -7.4197 4.0990
O -0.6997 13.4332 -2.2128
H -5.7016 -1.8735 2.5683
C -4.2315 -2.3112 1.0616
H 5.0594 -2.7098 4.5635
H -2.6531 -12.7666 -3.7083
H -2.3288 9.9657 -3.8607
H -2.1142 5.0924 -4.4504
C -3.1442 4.8560 -4.7134
H 0.8248 10.0304 -0.2086
C 6.2349 6.9706 3.0458
O -5.8603 7.0991 -4.1029
C -1.9257 -8.4175 6.7004
C 9.5820 -2.8996 -0.6735
C -0.1604 10.2988 -0.5812
C -3.9177 -0.7292 2.8146
H -4.4180 -10.6607 2.8699
C -2.9489 -1.9970 0.6504
H 5.9612 -3.9370 2.4142
F 4.5389 7.6371 -0.2369
H -0.5722 9.6965 -4.0401
H -0.7130 10.8237 0.1952
H -0.9778 -2.2025 3.0506
C 0.0543 -2.2309 2.7278
F 7.1044 6.0729 2.6314
C 1.9994 5.5365 -0.4214
H -3.3492 5.1945 -5.7266
H -0.6986 9.3939 -0.8591
F 3.3780 3.6992 -0.1008
H -4.8457 -3.0283 0.5414
C 0.4062 -3.7037 2.3833
O -3.6099 -11.8918 -1.0094
C 5.5554 7.6929 1.8490
H -4.5866 -15.8176 -0.6369
O -3.2968 -8.6704 6.3577
H -3.2965 3.7817 -4.6513
C 4.0759 -1.4893 0.9837
F 0.4582 3.8886 -3.4312
O -2.4882 11.6538 -1.6605
C 6.4233 -1.4539 -0.5989
C -3.5387 -12.1661 -3.9087
C 0.5522 1.3890 -1.8614
C -0.6884 0.0995 -0.1651
O 0.0292 11.1330 -1.7363
```

Calculated values
highest occupied orbital energy: -9.2 eV
LUMO: -0.78 eV


Entry 3:
A structure of composition C48H65AsBr2CaIN8OS5Si. Source: OMol25; level of theory: ωB97M-V/def2-TZVPD.

Structure (XYZ):
```
133
Properties=species:S:1:pos:R:3
H -5.6863 0.8398 -2.6668
H 1.9781 -6.8596 -2.4166
H 3.2462 -5.2334 -1.1215
C 1.1716 0.5843 5.3325
H -2.2032 -3.9613 1.8935
S -0.2256 6.6137 0.8063
C 4.6961 4.8506 2.0652
C 2.9129 1.1818 -1.0508
H -1.4428 0.0533 -8.4412
H -1.7101 -7.1944 -1.6276
H 4.4583 2.4640 0.8948
Ca -0.3296 0.5715 -0.3302
C 1.3826 -4.2146 -2.6339
C -3.5854 1.3740 -2.4236
H -3.1891 0.5571 -3.0289
C 5.0770 3.1416 0.3201
H -3.8666 -1.4773 1.3928
H -5.4259 2.5407 -2.2912
H 0.2481 -6.7103 -2.7065
C -4.8092 -0.2839 -0.1563
H 6.1868 0.6762 -1.2089
C -0.0163 4.9133 0.4412
H 2.0622 -0.0340 5.2383
C -1.9157 -4.7124 -2.9362
H 2.6208 -1.4518 0.6633
H -4.9973 3.8094 1.3371
C -5.0196 1.6875 -2.8313
H 7.2815 5.5969 -1.6712
H 0.2573 -3.3861 2.2465
H -5.2386 3.4824 -0.3702
H 0.8395 -7.3140 -1.1515
N 0.3596 0.3998 4.1129
H -0.6270 2.3569 -4.1459
C -1.2664 0.5643 -7.5035
As -3.2604 0.8208 -0.5709
C 2.3525 -5.0294 -0.5226
C 1.0258 -6.5892 -1.9484
H -4.8240 -1.0901 -0.8901
H 2.3432 -5.7469 0.3001
H 5.3123 1.4101 -2.5454
H 0.5861 -4.2179 -3.3773
C -1.2176 2.5805 -6.1962
N 4.7149 6.0044 2.6299
H 1.5499 -3.1815 -2.3194
O 3.9628 3.9482 2.7654
H 0.8635 -6.9517 1.1407
H -0.8335 -7.3609 0.8516
C 2.4243 2.6577 4.7087
S -1.2778 8.6290 -1.1063
C 1.1196 -5.1393 -1.4336
C 1.1063 4.1534 6.6288
N 4.1634 0.7385 -0.9518
C -0.8140 1.8575 -5.0842
N 3.9433 5.8886 3.7901
C 6.1029 5.3141 0.0929
S 0.6478 3.8664 1.6692
N -0.9636 0.1217 4.1962
H -1.3501 3.6524 -6.1143
C 2.9476 -0.6006 0.0832
C -0.2877 4.5253 -0.8183
H -1.2010 -5.3760 -3.4272
C -0.4994 -5.2328 1.3438
H -5.7088 0.3073 -0.3128
C -0.1629 -6.7336 1.4453
C -0.6358 0.4839 -5.1895
H -0.5296 5.1772 3.3348
C -2.4939 -6.5074 -1.2974
C -2.0950 -5.0258 -1.4414
H -4.1488 -4.4110 -1.5548
H -2.6605 -5.6334 1.5166
Br -0.6445 -2.0321 -6.5951
Si -0.4768 -4.7140 -0.4870
C 2.6413 4.0256 4.7897
H 6.2655 6.3115 0.4812
H -1.6013 -3.6774 -3.1070
C 1.9821 4.7785 5.7573
C -0.8612 -0.1682 -6.3947
H -1.8381 -5.2632 3.0284
C 5.3099 4.4237 0.8073
C 0.7146 0.5325 2.8372
N -0.3378 0.3394 2.0492
H -0.2646 -7.0486 2.4893
C -3.2694 -4.1613 -0.9506
H -2.8244 3.1506 0.1511
H -3.5315 -4.3328 0.0937
N 2.0984 0.3564 -0.4019
C -0.8023 7.1117 -0.7500
C 1.5125 2.0372 5.5516
H 6.8513 3.3354 -2.5502
H -3.3745 -6.6979 -1.9201
C 0.8598 2.7888 6.5200
H -5.0584 1.9257 -3.8962
C -0.5268 4.1364 3.0173
C 6.6634 4.9097 -1.1080
C -3.5566 2.4268 0.5197
C 5.3832 1.3626 -1.4604
C 5.6239 2.7446 -0.8900
H -1.5333 3.8344 2.7313
C 0.5021 -4.4506 2.2105
S -0.1148 2.9533 -1.5553
C -4.7444 -0.8387 1.2608
H -2.8801 -4.8489 -3.4371
C -1.4429 1.9336 -7.4026
C -1.3414 0.0857 2.9401
H -3.2230 2.1455 1.5217
H -1.7537 2.4947 -8.2749
I -0.0427 -0.5887 -3.4980
C -1.8868 -5.0069 1.9648
H -4.6990 -0.0375 2.0033
H 2.4644 -4.0233 -0.1058
H -5.7150 2.2859 0.8337
H 0.1454 2.3134 7.1829
H -2.9199 2.2231 -2.5863
H 0.5971 4.7345 7.3873
S -0.8378 5.7945 -1.8820
H -3.0713 -3.0953 -1.0837
H 2.6106 2.0893 -1.5563
C 6.4215 3.6348 -1.6001
H -2.3570 -0.1334 2.6499
Br -0.4206 -2.3986 -0.3702
C 3.5235 4.6769 3.8233
N 4.2053 -0.4045 -0.2248
H 1.7145 0.7703 2.5073
H 0.5635 0.1896 6.1390
H 1.5367 -4.5550 1.8845
H -0.1846 3.5267 3.8518
H 2.9656 2.0842 3.9650
H 2.2982 -4.5547 -3.1301
H -5.6237 -1.4403 1.4922
C -4.9557 3.0267 0.5767
H 2.1589 5.8459 5.8101
H -2.7628 -6.7676 -0.2705
H 0.4400 -4.8365 3.2340
```

Calculated values
total charge: +1
highest occupied orbital energy: -9.2 eV
LUMO: -2.02 eV